Formula: C5H12NOS
Source: the Open Molecules 2025 dataset
Level of theory: ωB97M-V/def2-TZVPD

## Properties
Energy relative to the best compared isomer or geometry (same formula, charge and spin), kcal per mole: 22.15
Calculated total energy, eV: -19753.270
Structure (SMILES): CCN[C@H](CO)C[S-]
E_LUMO, eV: 3.46
HOMO level, eV: -2.74
Orbital gap, eV: 6.20
Net charge: -1

Positions of all 20 atoms, in Å:
C1 1.653 -2.402 -2.431
C2 1.058 -1.979 -1.091
N1 0.266 -0.783 -1.200
C3 0.057 0.043 0.017
C4 -0.768 -0.743 1.041
O1 -0.816 -0.166 2.325
C5 -0.576 1.362 -0.365
S1 -0.464 2.583 1.011
H1 2.309 -1.651 -2.831
H2 2.262 -3.312 -2.318
H3 0.936 -2.643 -3.222
H4 0.520 -2.851 -0.682
H5 1.913 -1.779 -0.465
H6 -0.599 -0.962 -1.691
H7 1.055 0.207 0.432
H8 -0.324 -1.737 1.143
H9 -1.775 -0.845 0.627
H10 -0.776 0.816 2.189
H11 -0.152 1.751 -1.291
H12 -1.641 1.194 -0.544